ORCA calculation (ωB97M-V/def2-TZVPD) on C20H42BBr12O4S as an isolated structure in a non-equilibrium geometry.

ORCA input file:
```
! RIJCOSX wB97M-V def2-TZVPD def2/J DEFGRID3
* xyz 1 1
C -5.72636 -2.90405 0.58915
O -4.87336 -3.42244 -0.45699
B -4.07691 -4.45364 -0.07446
O -4.03800 -5.55821 -0.85512
S -2.99930 -4.32980 1.47603
C -1.41570 -5.22036 1.26316
C -0.57317 -4.94577 2.56842
C -0.14865 -3.42162 2.61473
C 1.43204 -3.28404 2.67445
C 1.93943 -2.20714 1.65845
O 1.85633 -0.89793 2.25935
C 0.68563 -0.15111 1.79476
C -0.52624 -0.06470 2.71901
O 0.63809 0.42362 0.69559
H -5.40788 -1.86244 0.79448
H -5.68404 -3.45934 1.54807
H -6.79148 -2.87418 0.27438
H -4.63217 -5.39555 -1.61375
H -3.67574 -5.01983 2.44144
H -1.61434 -6.30758 1.24607
H -0.83962 -4.88905 0.38490
H 0.29151 -5.62203 2.63186
H -1.28798 -5.08710 3.40485
H -0.61804 -2.87845 3.44628
H -0.43733 -2.96444 1.64387
H 1.90001 -4.26697 2.47174
H 1.67087 -2.99278 3.71382
H 1.30534 -2.21130 0.75072
H 2.98048 -2.48801 1.41856
H -1.39730 -0.53087 2.22059
H -0.77458 0.97579 2.98454
H -0.36977 -0.64552 3.64797
Br 2.88653 0.49654 0.88793
C 3.27700 2.29280 1.55022
C 4.65786 2.76391 1.16851
Br 6.03151 1.93850 2.27386
H 3.12012 2.26497 2.62665
H 2.52219 2.92975 1.08964
H 4.76018 3.83498 1.34547
H 4.91093 2.54577 0.13515
Br -7.60815 -2.92031 -1.94935
C -9.43971 -3.19377 -2.55498
C -10.43012 -2.69367 -1.53860
Br -10.59319 -3.92738 -0.04020
H -9.54503 -4.25286 -2.77263
H -9.52097 -2.62666 -3.48155
H -11.42677 -2.63713 -1.97257
H -10.16368 -1.72559 -1.12369
Br 1.15690 2.09823 -0.99629
C 0.45067 3.85746 -1.45932
C 0.99956 4.34293 -2.77575
Br 2.83374 4.96285 -2.57438
H 0.68811 4.51901 -0.62985
H -0.62969 3.72815 -1.51787
H 0.43981 5.20664 -3.13328
H 1.00543 3.57694 -3.54630
Br 3.68154 8.21855 -0.60897
C 5.25291 7.53233 0.31243
C 6.44153 7.44930 -0.60843
Br 6.32212 5.91606 -1.80489
H 4.97620 6.57156 0.73825
H 5.44229 8.24174 1.11645
H 7.35530 7.29039 -0.03784
H 6.55774 8.32935 -1.23475
Br 10.37625 1.69572 3.08485
C 10.40857 0.57696 1.49184
C 10.58798 1.39998 0.24341
Br 8.93495 2.29700 -0.25493
H 9.48768 0.00007 1.49228
H 11.25462 -0.09415 1.63237
H 10.83305 0.76122 -0.60375
H 11.34831 2.16947 0.34376
Br -4.99453 -0.45084 -6.48166
C -5.27690 0.77716 -4.99874
C -6.15431 0.16458 -3.93920
Br -8.02580 0.16988 -4.47418
H -5.68856 1.69122 -5.41769
H -4.28298 0.97867 -4.60206
H -6.11918 0.75437 -3.02409
H -5.89377 -0.86586 -3.71219
*
```

Values from the calculation:
HOMO energy (eV): -9.43

Löwdin atomic charge list, values in e, 2 entries:
1. C -0.11
2. O -0.03